Record 1
Entry from the Open Molecules 2025 dataset: a molecular structure, C29H29IIrN2OP2S (wB97M-V/def2-TZVPD).

## Properties
- HOMO energy (alpha / beta): -0.486 / -0.486 Ha
- Net charge: +2
- 2S+1: 2
- ⟨S²⟩: 0.765

Atoms and positions in Å:
1 Ir -2.0949 -1.8821 0.0309
2 C 3.8496 2.8845 -1.4478
3 S 3.9026 2.4726 0.3092
4 C 2.3131 3.1530 0.8720
5 C 1.2846 2.0657 1.1749
6 C 0.9822 1.2369 -0.0593
7 N -0.0213 0.1789 0.2076
8 P 0.1403 -1.4372 -0.3299
9 C 0.5139 -1.5139 -2.0689
10 C -0.4702 -1.7136 -3.0385
11 C -0.1274 -1.6981 -4.3802
12 C 1.1901 -1.4789 -4.7600
13 C 2.1748 -1.2785 -3.7995
14 C 1.8454 -1.3059 -2.4561
15 C 1.4609 -2.2060 0.5651
16 C 2.0227 -3.3727 0.0321
17 C 3.0268 -4.0246 0.7249
18 C 3.4686 -3.5212 1.9422
19 C 2.9078 -2.3674 2.4756
20 C 1.8907 -1.7171 1.7997
21 P -1.6857 0.3211 0.2458
22 C -2.3554 -0.0238 1.8763
23 C -3.7341 0.1713 2.1310
24 C -4.2364 -0.0712 3.3875
25 C -3.3915 -0.5267 4.4036
26 C -2.0395 -0.7421 4.1638
27 C -1.5201 -0.4952 2.9087
28 C -2.2329 1.8456 -0.4412
29 C -2.1178 2.0415 -1.8214
30 C -2.4509 3.2702 -2.3590
31 C -2.8898 4.2933 -1.5234
32 C -3.0030 4.0952 -0.1540
33 C -2.6780 2.8676 0.4003
34 H 4.8144 2.5992 -1.8631
35 H 3.7231 3.9564 -1.5859
36 H 3.0665 2.3453 -1.9822
37 H 1.9433 3.8441 0.1128
38 H 2.5059 3.7353 1.7715
39 H 0.3611 2.5172 1.5553
40 H 1.6799 1.4181 1.9609
41 H 1.8893 0.7347 -0.3997
42 H 0.6270 1.8699 -0.8768
43 H -1.5003 -1.9018 -2.7607
44 H -0.8887 -1.8692 -5.1289
45 H 1.4541 -1.4777 -5.8091
46 H 3.2010 -1.1123 -4.0972
47 H 2.6245 -1.1736 -1.7151
48 H 1.6842 -3.7677 -0.9181
49 H 3.4657 -4.9236 0.3152
50 H 4.2545 -4.0334 2.4809
51 H 3.2664 -1.9757 3.4175
52 H 1.4618 -0.8184 2.2190
53 H -4.3900 0.5220 1.3445
54 H -5.2870 0.0876 3.5872
55 H -3.7972 -0.7170 5.3885
56 H -1.3949 -1.0967 4.9557
57 H -0.4691 -0.6581 2.7171
58 H -1.7865 1.2353 -2.4681
59 H -2.3760 3.4325 -3.4253
60 H -3.1487 5.2548 -1.9461
61 H -3.3475 4.8969 0.4846
62 H -2.7691 2.7136 1.4681
63 I -4.1250 -1.1950 -1.3449
64 O -0.3837 -5.7055 0.3600
65 C -0.8848 -4.6695 0.5068
66 N -1.3993 -3.5890 0.6637

Record 2
Entry from the Open Molecules 2025 dataset: 2 unconnected molecules or ions with the total composition C5H17N2O at a distorted geometry (wB97M-V/def2-TZVPD).

## Properties
- HOMO energy (alpha / beta): -0.104 / -0.370 Ha
- 2S+1: 2
- ⟨S²⟩: 0.750

Atoms and positions in Å:
1 C -2.3153 0.0745 0.7238
2 C -1.5243 -1.2622 0.8159
3 C -0.2999 -1.1936 -0.0976
4 C 1.0458 -0.8857 0.6884
5 C 2.1951 -1.1149 -0.3142
6 N 2.1026 -0.0803 -1.3458
7 N -1.4394 1.2721 1.1117
8 H -3.2221 0.1481 1.3124
9 H -2.5826 0.2269 -0.3260
10 H -2.1474 -2.0711 0.4235
11 H -1.4011 -1.4739 1.8754
12 H -0.1283 -2.1506 -0.6131
13 H -0.4765 -0.3668 -0.8101
14 H 0.9785 -1.5365 1.5512
15 H 1.1592 0.1484 1.0086
16 H 3.1730 -1.0357 0.2003
17 H 2.1609 -2.1592 -0.6667
18 H 1.6798 -0.4324 -2.1945
19 H 3.0112 0.2990 -1.5694
20 H -1.6657 1.6141 2.0780
21 H -1.5086 2.0413 0.4210
22 H -0.4267 1.0009 1.0560
23 H 0.8346 1.7609 -1.6567
24 H 0.2643 3.2576 -1.4279
25 O 0.1506 2.3159 -1.2545

Record 3
Entry from the Open Molecules 2025 dataset: a molecular structure, C38H46MnP2Si at a distorted geometry (wB97M-V/def2-TZVPD).

## Properties
- HOMO energy (alpha / beta): -0.163 / -0.270 Ha
- 2S+1: 6
- ⟨S²⟩: 8.863

Atoms and positions in Å:
1 Mn -1.1275 -1.3292 0.6950
2 C 3.4097 1.5338 -1.4811
3 C 2.9881 2.3842 -0.5373
4 C 2.6071 3.8270 -0.7529
5 C 1.8595 4.2080 -2.0628
6 C 0.9822 3.1655 -2.6799
7 C 1.4028 2.2479 -3.5603
8 C 2.8166 1.9399 -3.9474
9 C 3.8811 2.0182 -2.8260
10 C -3.0767 -1.8789 0.7830
11 H 3.5253 0.4533 -1.2881
12 H 3.0234 2.0903 0.5137
13 H 3.5223 4.4495 -0.7006
14 H 1.9685 4.1496 0.0856
15 H 1.1890 5.0528 -1.8011
16 H 2.5724 4.6210 -2.8008
17 H -0.0905 3.3273 -2.5141
18 H 0.7038 1.7897 -4.2589
19 H 3.1167 2.6362 -4.7571
20 H 2.8609 0.9266 -4.3816
21 H 4.7425 1.3931 -3.1390
22 H 4.2618 3.0539 -2.7549
23 H -3.1197 -2.9530 0.5609
24 H -3.7489 -1.3533 0.0920
25 H -3.4135 -1.6800 1.8076
26 P 0.5404 -0.0011 1.4315
27 P -1.8270 0.0332 -0.9812
28 C 0.2921 1.3643 0.2983
29 C -0.6206 1.3022 -0.7127
30 C 0.6830 0.7562 3.0916
31 C 1.3285 1.9858 3.2709
32 C 1.4134 2.5516 4.5479
33 C 0.8366 1.9046 5.6452
34 C 0.1753 0.6850 5.4608
35 C 0.0764 0.1222 4.1899
36 C 2.0997 -0.9068 1.0863
37 C 2.1892 -1.7336 -0.0498
38 C 3.2401 -2.6432 -0.1649
39 C 4.2343 -2.7099 0.8185
40 C 4.1677 -1.8624 1.9304
41 C 3.1099 -0.9583 2.0564
42 C -3.4122 0.9253 -1.0827
43 C -3.9108 1.5420 0.0794
44 C -5.1847 2.1118 0.0662
45 C -5.9414 2.1281 -1.1135
46 C -5.4136 1.5646 -2.2841
47 C -4.1394 0.9896 -2.2798
48 C -1.5849 -0.7969 -2.5796
49 C -2.0661 -2.1028 -2.7551
50 C -1.8005 -2.7735 -3.9495
51 C -1.0469 -2.1539 -4.9595
52 C -0.5728 -0.8489 -4.7747
53 C -0.8722 -0.1641 -3.5949
54 H 0.8360 2.2993 0.4868
55 H -0.7935 2.1508 -1.3653
56 H 1.7576 2.5042 2.4135
57 H 1.9510 3.4899 4.6772
58 H 0.9034 2.3496 6.6390
59 H -0.2539 0.1628 6.3149
60 H -0.4683 -0.8141 4.0406
61 H 1.4209 -1.6683 -0.8271
62 H 3.3006 -3.3021 -1.0315
63 H 5.0578 -3.4219 0.7148
64 H 4.9416 -1.8990 2.6977
65 H 3.0584 -0.2915 2.9202
66 H -3.2965 1.5672 0.9832
67 H -5.5903 2.5446 0.9793
68 H -6.9343 2.5845 -1.1197
69 H -5.9955 1.5751 -3.2057
70 H -3.7110 0.5831 -3.2000
71 H -2.6432 -2.5755 -1.9552
72 H -2.1913 -3.7799 -4.0995
73 H -0.8354 -2.6893 -5.8880
74 H 0.0081 -0.3567 -5.5548
75 H -0.5561 0.8617 -3.4386
76 C -2.2190 -2.9010 3.8567
77 Si -1.0186 -3.1113 2.4018
78 C 0.7012 -3.3366 3.1727
79 C -1.4397 -4.7847 1.6070
80 H -2.1489 -1.9097 4.3153
81 H -2.0096 -3.6515 4.6285
82 H -3.2538 -3.0280 3.5224
83 H 0.6823 -4.2339 3.8128
84 H 1.4594 -3.4643 2.3867
85 H 0.9952 -2.4696 3.7800
86 H -1.2779 -5.5900 2.3386
87 H -2.4864 -4.8178 1.2793
88 H -0.8006 -4.9605 0.7313

Record 4
Entry from the Open Molecules 2025 dataset: a molecular structure, C36H72Br2NiO18S8 at a distorted geometry (wB97M-V/def2-TZVPD).

## Properties
- HOMO energy (alpha / beta): -0.274 / -0.271 Ha
- 2S+1: 3
- ⟨S²⟩: 2.004

Atoms and positions in Å:
1 Ni 25.2151 14.5593 7.8833
2 O 25.5986 16.5651 8.4700
3 C 25.2259 16.5854 9.8609
4 C 23.9872 15.6417 10.2002
5 O 24.0508 14.3293 9.5954
6 H 25.1562 17.5813 10.2984
7 H 26.0818 16.2275 10.4331
8 H 23.0396 16.0587 9.8593
9 H 23.9000 15.5365 11.2816
10 C 22.1457 10.4386 7.1998
11 C 22.9258 10.4692 5.8727
12 C 24.4177 10.3672 6.0941
13 S 24.7872 11.2321 7.5416
14 O 24.9823 12.6446 7.1914
15 O 25.7821 10.4643 8.3049
16 C 23.1042 11.0322 8.2784
17 H 21.7857 9.4556 7.5032
18 H 21.1837 10.9498 7.2358
19 H 22.6859 11.4058 5.3695
20 H 22.5557 9.7278 5.1645
21 H 25.2086 10.5567 5.3683
22 H 24.6316 9.3480 6.4158
23 H 22.7795 12.0435 8.5235
24 H 23.2974 10.2519 9.0146
25 C 27.5518 10.7231 11.2789
26 C 27.1749 11.6435 12.4473
27 C 26.5550 12.8442 11.7015
28 S 27.5706 13.2238 10.1866
29 O 28.5588 14.1913 10.6114
30 O 26.7296 13.4822 9.0112
31 C 28.2863 11.5581 10.1718
32 H 26.6535 10.3533 10.7845
33 H 28.1861 9.9080 11.6273
34 H 28.0281 12.0657 12.9782
35 H 26.4927 11.1673 13.1515
36 H 26.4056 13.6887 12.3744
37 H 25.6615 12.3335 11.3424
38 H 29.3631 11.6258 10.3265
39 H 28.0936 11.0890 9.2070
40 C 30.2126 18.1726 9.3569
41 C 28.9501 18.2460 8.6293
42 C 27.9653 18.9645 9.5228
43 S 28.6988 20.3508 10.3146
44 O 28.4506 20.3573 11.7285
45 O 28.5711 21.6472 9.6304
46 C 30.4148 19.6153 9.9985
47 H 30.9871 17.9407 8.6258
48 H 30.1609 17.4177 10.1415
49 H 28.6329 17.2964 8.1983
50 H 29.0494 18.9041 7.7660
51 H 27.7726 18.2780 10.3473
52 H 26.9744 19.1481 9.1074
53 H 31.0192 19.6451 10.9051
54 H 30.8584 20.2437 9.2262
55 C 20.3962 16.8551 6.3905
56 C 21.2289 17.2015 5.1923
57 C 21.8069 15.8442 4.7464
58 S 22.2256 14.8843 6.3087
59 O 23.6296 15.0119 6.6124
60 O 21.5431 13.5934 6.2052
61 C 21.2124 16.0539 7.4106
62 H 19.5493 16.2792 6.0174
63 H 20.0186 17.8061 6.7662
64 H 22.0395 17.8693 5.4840
65 H 20.7919 17.8670 4.4478
66 H 22.5962 15.7908 3.9966
67 H 21.0066 15.2948 4.2505
68 H 21.9629 16.6820 7.8906
69 H 20.7532 15.3850 8.1385
70 C 25.5465 20.5278 7.0220
71 C 24.7730 20.2200 5.7409
72 C 23.5307 21.0982 5.8262
73 S 22.8974 20.7686 7.5427
74 O 22.0048 19.6365 7.4658
75 O 22.5543 21.9827 8.2073
76 C 24.5454 20.1289 8.1268
77 H 25.8822 21.5639 7.0653
78 H 26.4810 19.9700 7.0834
79 H 24.3986 19.2007 5.6469
80 H 25.3266 20.5224 4.8520
81 H 22.6539 20.8818 5.2159
82 H 23.7285 22.1616 5.9612
83 H 24.5369 19.0403 8.0719
84 H 24.5851 20.5217 9.1428
85 C 24.6593 21.5006 11.8679
86 C 24.6699 20.0643 12.2486
87 C 25.0353 19.9620 13.7348
88 S 24.2618 21.3383 14.6213
89 O 25.3048 22.0631 15.4085
90 O 23.1077 20.8486 15.3584
91 C 23.7961 22.1769 12.9387
92 H 24.1147 21.7326 10.9526
93 H 25.6634 21.9189 11.9380
94 H 25.4131 19.6097 11.5935
95 H 23.6983 19.6905 11.9256
96 H 26.1097 20.1444 13.7585
97 H 25.0122 18.9870 14.2216
98 H 23.9598 23.2512 13.0235
99 H 22.7233 22.0321 12.8112
100 C 23.6267 12.6306 13.3022
101 C 22.3648 12.7593 14.1113
102 C 21.8047 11.3695 14.5605
103 S 22.2025 10.3563 13.0055
104 O 21.0604 10.3193 12.1213
105 O 22.9568 9.1743 13.4204
106 C 23.4126 11.5324 12.2602
107 H 24.5306 12.4322 13.8781
108 H 23.7632 13.5659 12.7594
109 H 21.5714 13.3214 13.6186
110 H 22.3196 13.3077 15.0522
111 H 20.7664 11.0715 14.7057
112 H 22.4212 10.9151 15.3361
113 H 23.0388 11.8680 11.2929
114 H 24.3334 10.9589 12.1531
115 C 26.6649 17.7065 3.9119
116 C 25.5396 16.7531 3.4090
117 C 26.1496 15.3346 3.3388
118 S 27.2294 15.1844 4.8173
119 O 28.5120 14.6718 4.4230
120 O 26.4132 14.7001 5.9743
121 C 27.3711 17.0075 5.0975
122 H 26.3576 18.6906 4.2658
123 H 27.3601 18.0235 3.1346
124 H 25.1383 17.0665 2.4452
125 H 24.6698 16.8787 4.0538
126 H 26.8138 15.5368 2.4986
127 H 25.4910 14.4715 3.2406
128 H 28.4427 17.1927 5.1709
129 H 26.8213 17.2509 6.0066
130 Br 26.0224 16.4201 14.2894
131 C 27.6898 15.8094 13.3943
132 C 28.9116 16.7214 13.5277
133 Br 30.4199 15.8492 12.5954
134 H 27.4107 15.5896 12.3638
135 H 28.0016 14.8512 13.8099
136 H 29.1361 16.7863 14.5923
137 H 28.8168 17.7340 13.1355

Record 5
Entry from the Open Molecules 2025 dataset: a gas-phase ion, C15H21F5N (charge +1) at a distorted geometry (wB97M-V/def2-TZVPD).

## Properties
- HOMO energy: -0.487 Ha
- Net charge: +1
- 2S+1: 1
- SMILES string: CCCCCCCc1ccc[n+](C)c1C(F)(F)C(F)(F)F

Atoms and positions in Å:
1 C 3.9823 -1.5434 0.9010
2 C 4.4281 -0.6021 -0.2197
3 C 4.0925 0.8682 0.0718
4 C 2.7016 1.2837 -0.4392
5 C 1.7887 1.9263 0.6319
6 C 0.3230 1.5561 0.4204
7 C -0.0121 0.2206 1.1126
8 C -1.4894 -0.0886 1.0214
9 C -2.2619 0.2321 2.1623
10 C -3.6331 0.0626 2.1589
11 C -4.2387 -0.4195 1.0047
12 N -3.5282 -0.7253 -0.0900
13 C -4.3116 -1.2193 -1.2493
14 C -2.1656 -0.5856 -0.1164
15 C -1.4638 -1.0066 -1.4096
16 F -0.1588 -1.1350 -1.2294
17 F -1.9129 -2.2201 -1.7781
18 C -1.6754 0.0111 -2.6128
19 F -2.4118 -0.5264 -3.5558
20 F -2.2920 1.0987 -2.1694
21 F -0.5204 0.3625 -3.1126
22 H 3.0723 -1.1852 1.3840
23 H 4.7489 -1.6323 1.6658
24 H 3.7803 -2.5435 0.5241
25 H 5.5018 -0.6935 -0.3554
26 H 3.9403 -0.8775 -1.1519
27 H 4.8453 1.4930 -0.4071
28 H 4.1696 1.0732 1.1385
29 H 2.1870 0.3965 -0.8121
30 H 2.7933 1.9744 -1.2725
31 H 1.8973 3.0067 0.6141
32 H 2.1086 1.5606 1.6057
33 H 0.1027 1.4658 -0.6422
34 H -0.3488 2.3123 0.8288
35 H 0.6042 -0.5896 0.7456
36 H 0.2347 0.3261 2.1664
37 H -1.7621 0.6187 3.0366
38 H -4.2321 0.2987 3.0229
39 H -5.3049 -0.5621 0.9677
40 H -5.3546 -1.2466 -0.9627
41 H -4.0069 -2.2177 -1.5237
42 H -4.2172 -0.5280 -2.0752

Record 6
Entry from the Open Molecules 2025 dataset: 9 unconnected molecules or ions with the total composition C14H44F6O10P at a distorted geometry (wB97M-V/def2-TZVPD).

## Properties
- HOMO energy: -0.287 Ha
- Net charge: -1
- 2S+1: 1

Atoms and positions in Å:
1 P -1.1459 1.5008 1.6277
2 F -0.3524 2.8767 1.1430
3 F -1.2871 0.9365 0.1454
4 F 0.2035 0.7646 2.0709
5 F -2.0023 0.2064 2.0644
6 F -1.2785 2.0725 3.1662
7 F -2.6157 2.2961 1.2685
8 C -6.6734 -0.3868 0.2015
9 O -7.4670 -0.1239 -0.9313
10 H -5.6653 -0.7523 0.0058
11 H -6.7256 0.4228 0.9295
12 H -7.1075 -1.2112 0.7671
13 H -7.9402 -0.9572 -0.9890
14 C 3.2452 0.2842 -4.1399
15 O 3.2573 -1.0466 -4.8592
16 H 2.2310 0.4320 -3.7690
17 H 3.8362 0.1551 -3.2331
18 H 3.6356 1.1320 -4.7028
19 H 3.0468 -0.9299 -5.7886
20 C -3.6434 2.9276 -3.8840
21 O -4.3353 2.7403 -2.7098
22 H -3.7471 3.9196 -4.3236
23 H -2.5591 2.8465 -3.8090
24 H -3.9809 2.2854 -4.6975
25 H -3.7047 2.2997 -2.1354
26 C 2.6476 -3.1939 0.3917
27 O 1.4050 -3.2851 1.0761
28 H 2.9509 -4.1598 -0.0122
29 H 2.4087 -2.6745 -0.5363
30 H 3.3668 -2.6551 1.0086
31 H 1.0813 -2.4457 1.4112
32 C 0.0337 4.5786 7.6426
33 O -0.5903 5.0728 8.8092
34 H 1.0246 4.1801 7.8601
35 H -0.7108 3.8600 7.2999
36 H 0.2187 5.2485 6.8029
37 H 0.0376 4.8201 9.4900
38 C 0.3510 -2.5427 7.2428
39 O 1.2387 -3.5886 7.6313
40 H 0.6254 -2.4168 6.1955
41 H -0.6720 -2.8534 7.4548
42 H 0.6165 -1.7134 7.8984
43 H 2.1301 -3.2324 7.6250
44 C 6.8297 7.1621 2.1208
45 O 5.8130 6.2360 2.4735
46 C 4.6870 6.0567 1.5548
47 C 4.9119 4.7706 0.6856
48 O 5.9345 5.0050 -0.2996
49 C 5.7018 5.9116 -1.3743
50 H 7.0603 7.0622 1.0602
51 H 7.7576 6.9443 2.6497
52 H 6.5927 8.1982 2.3627
53 H 4.5514 6.9769 0.9866
54 H 3.8207 5.8142 2.1702
55 H 4.0266 4.3217 0.2351
56 H 5.2840 4.0122 1.3744
57 H 6.6481 6.0012 -1.9079
58 H 5.4503 6.9086 -1.0127
59 H 4.9549 5.5168 -2.0630
60 C -3.1301 -5.2316 -2.5968
61 O -3.6090 -5.6781 -3.8652
62 C -3.9788 -7.0580 -3.8239
63 C -2.8684 -7.9108 -4.4281
64 O -2.8513 -7.7104 -5.8520
65 C -3.7796 -8.4736 -6.5799
66 H -3.9211 -5.1857 -1.8482
67 H -2.6480 -4.2840 -2.8370
68 H -2.4253 -5.9695 -2.2135
69 H -4.9524 -7.0176 -4.3123
70 H -4.2530 -7.4540 -2.8461
71 H -2.9441 -8.9814 -4.2377
72 H -1.9211 -7.6050 -3.9839
73 H -4.7517 -8.3433 -6.1044
74 H -3.5638 -9.5420 -6.5780
75 H -3.8145 -8.1432 -7.6181